No. 1
The following is a quantum chemistry calculation of the molecule C9H12N2OS at a distorted geometry, from OMol25.

Summary:
LUMO	0.5827	eV
SMILES	[H]/N=C(\Nc1ccc(O)cc1)SCC
2S+1	1
total charge	0
energy relative to the best compared isomer or geometry (same formula, charge and spin)	239.96	kJ/mol

Last column: Löwdin charge in e.
Cartesian coordinates (Å):
1 H -1.155 -0.405 0.928  0.073
2 N -0.457 -0.054 1.655  0.077
3 C 0.527 0.542 1.137  -0.858
4 N 0.708 0.483 -0.221  -0.043
5 C -0.253 -0.141 -1.065  -0.299
6 C -0.235 -1.533 -1.011  -0.020
7 C -0.994 -2.199 -1.919  -0.015
8 C -1.675 -1.610 -2.964  -0.368
9 O -2.308 -2.466 -3.717  0.071
10 C -1.628 -0.205 -3.116  0.013
11 C -0.867 0.493 -2.137  -0.010
12 S 1.739 1.550 1.784  0.960
13 C 1.330 2.026 3.584  -0.485
14 C 1.720 0.938 4.457  -0.217
15 H 1.624 1.032 -0.509  0.151
16 H 0.341 -1.936 -0.269  0.099
17 H -1.166 -3.229 -1.689  0.118
18 H -2.723 -2.271 -4.589  0.148
19 H -2.025 0.173 -4.044  0.103
20 H -0.932 1.567 -1.968  0.115
21 H 0.294 2.020 3.612  0.038
22 H 1.752 3.023 3.779  0.087
23 H 1.550 1.233 5.565  0.105
24 H 2.746 0.864 4.285  0.031
25 H 1.032 -0.014 4.251  0.126

No. 2
The following is a quantum chemistry calculation of a structure of composition C19H17Cl48FInN2O at a distorted geometry, from OMol25.

Summary:
LUMO	1.1780	eV
2S+1	1
total charge	-1

Last column: Löwdin charge in e.
Cartesian coordinates (Å):
1 C 2.406 3.756 3.937  -0.074
2 C 1.730 3.538 2.423  -0.387
3 O 0.389 3.772 2.374  -0.166
4 N 2.561 3.142 1.221  -0.202
5 C 1.719 2.841 0.000  -0.226
6 In 3.989 1.612 1.655  0.578
7 C 4.515 0.345 -0.203  -0.434
8 N 3.689 -0.923 -0.201  -0.140
9 C 3.506 0.329 3.456  -0.320
10 C 2.318 -0.779 3.230  -0.267
11 C 1.053 -0.270 2.321  -0.127
12 F -0.200 -0.495 3.135  -0.218
13 H 2.046 2.910 4.687  0.084
14 H 2.219 4.846 4.346  0.083
15 H 3.587 3.641 3.865  0.056
16 H 0.882 2.039 0.164  0.022
17 H 1.209 3.847 -0.368  0.049
18 H 2.420 2.478 -0.891  0.073
19 H 5.549 2.482 2.059  -0.107
20 H 4.443 0.975 -1.198  -0.028
21 H 5.654 0.012 -0.073  0.052
22 H 2.682 -0.587 -0.215  0.044
23 H 3.874 -1.358 0.752  0.041
24 H 4.495 -0.293 3.699  0.047
25 H 3.351 1.046 4.371  0.022
26 H 2.710 -1.782 2.768  0.086
27 H 1.874 -1.050 4.305  0.114
28 H 1.085 0.856 2.004  0.091
29 H 0.988 -0.989 1.373  0.103
30 C 0.086 5.278 -3.556  -1.964
31 Cl -0.598 5.420 -1.917  0.539
32 Cl 1.737 4.617 -3.456  0.483
33 Cl -0.932 4.188 -4.532  0.505
34 Cl 0.135 6.887 -4.321  0.471
35 C -2.740 1.726 -1.173  -1.966
36 Cl -3.657 0.371 -0.466  0.469
37 Cl -1.774 1.135 -2.549  0.504
38 Cl -3.874 2.979 -1.739  0.469
39 Cl -1.657 2.417 0.060  0.578
40 C -6.766 6.172 -0.504  -1.998
41 Cl -5.861 5.595 -1.926  0.487
42 Cl -6.366 5.159 0.906  0.499
43 Cl -6.321 7.864 -0.165  0.523
44 Cl -8.514 6.072 -0.831  0.498
45 C -4.092 -2.229 2.468  -1.983
46 Cl -3.076 -3.438 1.643  0.513
47 Cl -3.093 -0.828 2.927  0.556
48 Cl -5.392 -1.698 1.371  0.436
49 Cl -4.808 -2.953 3.930  0.504
50 C 2.572 -4.986 -0.326  -2.012
51 Cl 3.782 -4.887 0.978  0.488
52 Cl 2.027 -6.673 -0.503  0.495
53 Cl 1.179 -3.951 0.077  0.516
54 Cl 3.301 -4.433 -1.855  0.502
55 C -8.001 1.834 -1.859  -1.967
56 Cl -7.933 2.676 -3.428  0.522
57 Cl -7.631 2.986 -0.551  0.442
58 Cl -9.633 1.163 -1.615  0.504
59 Cl -6.807 0.512 -1.841  0.484
60 C -9.499 -0.659 2.450  -1.999
61 Cl -10.947 -0.018 3.267  0.510
62 Cl -8.404 -1.378 3.659  0.505
63 Cl -9.984 -1.906 1.273  0.505
64 Cl -8.660 0.664 1.602  0.485
65 C 3.705 1.078 -4.609  -1.991
66 Cl 3.852 0.398 -6.249  0.500
67 Cl 4.414 2.712 -4.577  0.500
68 Cl 1.984 1.168 -4.155  0.493
69 Cl 4.570 0.033 -3.453  0.564
70 C -6.598 -4.638 -1.083  -1.999
71 Cl -7.811 -5.456 -2.101  0.509
72 Cl -6.869 -5.069 0.625  0.505
73 Cl -4.965 -5.155 -1.574  0.515
74 Cl -6.747 -2.874 -1.282  0.460
75 C 3.410 8.559 -5.974  -1.994
76 Cl 4.070 8.252 -7.600  0.506
77 Cl 4.658 9.330 -4.962  0.513
78 Cl 1.998 9.638 -6.100  0.504
79 Cl 2.914 7.016 -5.233  0.459
80 C 6.659 -7.937 -0.470  -1.984
81 Cl 5.742 -9.292 0.237  0.480
82 Cl 7.625 -8.528 -1.845  0.511
83 Cl 5.526 -6.684 -1.035  0.485
84 Cl 7.743 -7.245 0.764  0.513
85 C 5.915 -11.385 3.636  -2.011
86 Cl 6.600 -12.327 4.984  0.506
87 Cl 4.810 -10.145 4.278  0.516
88 Cl 7.234 -10.596 2.733  0.479
89 Cl 5.019 -12.473 2.546  0.505

- Among the records above, which one has the highest total charge?
  C9H12N2OS

- Look up the LUMO of the first one.
  0.5827 eV

- Among the records above, which one has the highest LUMO?
  C19H17Cl48FInN2O

Repeat the first record exactly.
The following is a quantum chemistry calculation of the molecule C9H12N2OS at a distorted geometry, from OMol25.

Summary:
LUMO	0.5827	eV
SMILES	[H]/N=C(\Nc1ccc(O)cc1)SCC
2S+1	1
total charge	0
energy relative to the best compared isomer or geometry (same formula, charge and spin)	239.96	kJ/mol

Last column: Löwdin charge in e.
Cartesian coordinates (Å):
1 H -1.155 -0.405 0.928  0.073
2 N -0.457 -0.054 1.655  0.077
3 C 0.527 0.542 1.137  -0.858
4 N 0.708 0.483 -0.221  -0.043
5 C -0.253 -0.141 -1.065  -0.299
6 C -0.235 -1.533 -1.011  -0.020
7 C -0.994 -2.199 -1.919  -0.015
8 C -1.675 -1.610 -2.964  -0.368
9 O -2.308 -2.466 -3.717  0.071
10 C -1.628 -0.205 -3.116  0.013
11 C -0.867 0.493 -2.137  -0.010
12 S 1.739 1.550 1.784  0.960
13 C 1.330 2.026 3.584  -0.485
14 C 1.720 0.938 4.457  -0.217
15 H 1.624 1.032 -0.509  0.151
16 H 0.341 -1.936 -0.269  0.099
17 H -1.166 -3.229 -1.689  0.118
18 H -2.723 -2.271 -4.589  0.148
19 H -2.025 0.173 -4.044  0.103
20 H -0.932 1.567 -1.968  0.115
21 H 0.294 2.020 3.612  0.038
22 H 1.752 3.023 3.779  0.087
23 H 1.550 1.233 5.565  0.105
24 H 2.746 0.864 4.285  0.031
25 H 1.032 -0.014 4.251  0.126